Entry 1:
A molecular structure, C42H37LuP2. Source: the OMol25 dataset; level of theory: ωB97M-V/def2-TZVPD.

Geometry as XYZ:
```
82
Properties=species:S:1:pos:R:3:mulliken_charge:R:1
C 0.77 -1.05 -2.70 -0.62
C -0.25 -1.46 -1.82 0.95
C -1.55 -1.67 -2.30 -0.65
C -1.85 -1.38 -3.63 -0.95
C -0.85 -0.94 -4.49 -0.28
C 0.46 -0.78 -4.03 -0.62
P 0.12 -1.63 -0.05 2.04
C -1.28 -2.72 0.56 0.45
C -2.44 -2.26 1.27 0.07
C -3.36 -3.23 1.71 -0.79
C -3.27 -4.54 1.27 -0.67
C -2.19 -4.96 0.48 -0.60
C -1.17 -4.05 0.17 -0.51
Lu -1.17 -0.04 1.55 -0.10
P 0.03 1.76 0.00 0.97
C -1.33 1.91 -1.22 1.24
C -1.09 2.23 -2.56 -0.93
C -2.15 2.30 -3.47 -0.64
C -3.44 1.94 -3.07 -0.75
C -3.68 1.57 -1.74 -1.15
C -2.65 1.60 -0.80 -0.49
C -0.15 3.26 1.05 0.97
C 0.75 3.41 2.12 -0.75
C 0.51 4.37 3.09 -0.54
C -0.59 5.23 2.97 -0.53
C -1.43 5.15 1.85 -0.72
C -1.20 4.18 0.87 -0.52
C 1.56 2.07 -0.88 0.56
C 2.66 1.19 -0.76 -0.37
C 3.86 1.51 -1.38 -0.44
C 3.99 2.71 -2.11 -0.69
C 2.90 3.58 -2.23 -0.78
C 1.69 3.26 -1.61 -0.84
C 1.68 -2.57 0.02 0.75
C 2.09 -3.41 -1.03 -0.24
C 3.29 -4.12 -0.94 -0.82
C 4.08 -4.02 0.22 -0.64
C 3.66 -3.21 1.28 -0.70
C 2.48 -2.48 1.19 -0.58
H 1.61 2.74 2.19 0.43
H 1.19 4.47 3.94 0.45
H -0.79 5.97 3.75 0.42
H -2.26 5.85 1.74 0.44
H -1.85 4.11 -0.01 0.42
H -0.09 2.45 -2.92 0.59
H -1.95 2.63 -4.49 0.44
H -4.26 1.95 -3.79 0.43
H -4.68 1.28 -1.42 0.45
H -2.91 1.48 0.27 0.62
H 2.57 0.28 -0.17 0.39
H 4.70 0.83 -1.30 0.48
H 4.94 2.96 -2.58 0.43
H 2.99 4.51 -2.80 0.44
H 0.84 3.95 -1.69 0.57
H 1.48 -3.50 -1.94 0.47
H 3.60 -4.76 -1.77 0.44
H 5.02 -4.58 0.29 0.42
H 4.25 -3.16 2.19 0.46
H 2.17 -1.85 2.02 0.33
H -2.85 -1.19 1.31 0.22
H -4.18 -2.92 2.38 0.46
H -4.05 -5.26 1.53 0.44
H -2.14 -5.98 0.10 0.46
H -0.29 -4.37 -0.39 0.37
H -2.32 -2.07 -1.65 0.35
H -2.87 -1.50 -3.99 0.47
H -1.09 -0.73 -5.53 0.28
H 1.24 -0.44 -4.71 0.28
H 1.80 -0.97 -2.35 0.54
H -0.06 0.46 -6.80 0.10
H 0.63 0.34 -6.53 -0.06
C 0.14 -0.69 6.26 -0.52
C 0.12 -1.79 5.40 -0.75
C -0.07 -1.59 4.01 -0.27
C -0.12 -0.29 3.53 0.15
C -0.14 0.82 4.38 0.18
C 0.05 0.61 5.76 -0.60
H 0.23 -0.85 7.34 0.38
H 0.23 -2.80 5.80 0.41
H -0.14 -2.46 3.34 0.35
H -0.28 1.84 4.00 0.16
H 0.11 1.47 6.44 0.41
```

Computed properties:
Highest occupied orbital energy ... -13.89 eV
Largest force on an atom ... 2.45 eV/Å
Frontier orbital gap ... 7.664 eV
Net charge ... +2

Entry 2:
4 unconnected molecules or ions with the total composition C6H21NO3. Source: the OMol25 dataset; level of theory: ωB97M-V/def2-TZVPD.

Geometry as XYZ:
```
31
Properties=species:S:1:pos:R:3:mulliken_charge:R:1
C 1.48 -2.17 0.39 -1.06
C 0.35 -2.67 1.28 -0.52
C -0.86 -1.72 1.21 -0.61
C -0.56 -0.22 1.21 0.09
N -1.74 0.61 1.03 -0.10
C -1.35 2.01 1.12 -0.81
C -2.31 0.42 -0.31 -0.85
H 1.76 -1.22 0.80 0.24
H 2.45 -2.65 0.52 0.44
H 1.27 -2.12 -0.68 0.24
H 0.74 -2.76 2.30 0.32
H 0.02 -3.65 0.96 0.35
H -1.56 -1.86 2.04 0.28
H -1.38 -1.95 0.28 0.21
H -0.19 0.07 2.21 0.32
H 0.28 0.11 0.58 -0.22
H -1.22 2.34 2.17 0.33
H -2.14 2.63 0.75 0.37
H -0.33 2.24 0.77 0.17
H -2.44 -0.64 -0.44 0.35
H -1.74 0.83 -1.15 0.20
H -3.35 0.77 -0.28 0.39
O 0.02 -0.05 -3.13 -0.67
H -0.33 0.43 -2.37 0.31
H -0.51 -0.85 -3.18 0.32
O 2.78 0.59 -0.19 -0.64
H 3.65 0.23 -0.02 0.28
H 2.61 0.65 -1.13 0.32
O 1.15 2.60 -1.53 -0.63
H 1.99 3.02 -1.72 0.28
H 1.10 1.95 -0.83 0.30
```

Computed properties:
Structure (SMILES) ... CCCCN(C)C.O.O.O
Highest occupied orbital energy ... -8.77 eV
ΔE to the lowest compared entry with this formula, charge and spin ... 116.5 kJ/mol
Largest force on an atom ... 2.10 eV/Å
Frontier orbital gap ... 9.296 eV

Entry 3:
A molecular structure, C53H53BrClN2O4P2Si2Sn. Source: the OMol25 dataset; level of theory: ωB97M-V/def2-TZVPD.

Geometry as XYZ:
```
119
Properties=species:S:1:pos:R:3:mulliken_charge:R:1
Sn 1.09 -1.56 0.35 0.94
C -0.52 -3.79 2.80 -1.29
Si -1.17 -2.52 1.51 1.03
C -2.28 -1.32 2.49 0.61
C -3.37 -1.93 3.10 -0.22
C -4.18 -1.24 3.97 -0.99
C -3.88 0.07 4.30 -1.14
C -2.79 0.69 3.72 -0.12
C -2.01 0.02 2.78 0.14
P -0.56 0.82 1.97 1.24
C 0.18 1.61 3.44 0.67
C 0.30 0.88 4.62 -0.69
C 0.91 1.43 5.72 -0.75
C 1.43 2.72 5.66 -0.83
C 1.35 3.44 4.48 -0.63
C 0.73 2.89 3.37 -1.13
C -1.21 2.34 1.16 0.33
C -0.49 2.72 0.03 0.37
C -0.80 3.90 -0.64 -0.99
C -1.83 4.69 -0.18 -1.12
C -2.56 4.31 0.94 -0.69
C -2.25 3.14 1.60 -0.75
C -2.01 -3.35 0.00 0.58
C -2.18 -4.73 0.04 -1.08
C -2.80 -5.40 -1.00 -0.87
C -3.26 -4.70 -2.10 -0.96
C -3.09 -3.33 -2.16 -0.72
C -2.47 -2.65 -1.12 0.19
P -2.19 -0.84 -1.21 1.57
C -3.64 -0.21 -0.28 -0.26
C -3.82 1.17 -0.27 0.10
C -4.88 1.73 0.40 -0.94
C -5.78 0.92 1.08 -0.88
C -5.61 -0.46 1.07 -0.86
C -4.54 -1.02 0.39 -0.12
C -2.84 -0.47 -2.91 -0.25
C -1.95 -0.48 -3.98 -0.06
C -2.39 -0.15 -5.25 -0.81
C -3.71 0.18 -5.47 -0.72
C -4.60 0.17 -4.42 -0.76
C -4.17 -0.16 -3.14 -0.39
H -1.34 -4.28 3.33 0.44
H 0.10 -4.56 2.35 0.38
H 0.08 -3.28 3.55 0.30
H -3.59 -2.97 2.88 0.51
H -5.03 -1.72 4.42 0.48
H -4.48 0.61 5.02 0.44
H -2.52 1.68 4.03 0.52
H -0.09 -0.13 4.66 0.48
H 1.00 0.86 6.63 0.49
H 1.90 3.15 6.53 0.40
H 1.75 4.44 4.42 0.51
H 0.66 3.45 2.45 0.55
H 0.32 2.09 -0.33 0.20
H -0.23 4.19 -1.51 0.65
H -2.08 5.61 -0.70 0.39
H -3.36 4.94 1.30 0.50
H -2.83 2.86 2.46 0.30
H -1.83 -5.30 0.89 0.41
H -2.92 -6.48 -0.95 0.45
H -3.77 -5.22 -2.90 0.44
H -3.45 -2.79 -3.02 0.48
H -3.13 1.80 -0.82 0.49
H -5.02 2.80 0.39 0.51
H -6.62 1.36 1.60 0.40
H -6.30 -1.09 1.59 0.44
H -4.42 -2.10 0.38 0.46
H -0.92 -0.76 -3.82 0.38
H -1.69 -0.16 -6.08 0.48
H -4.04 0.46 -6.47 0.41
H -5.65 0.40 -4.58 0.47
H -4.88 -0.18 -2.33 0.51
Br 2.11 -3.88 0.12 -0.72
O 3.83 0.13 3.66 -0.97
Cl 2.96 -0.95 3.27 2.15
O 3.70 -1.83 2.45 -0.69
O 2.38 -1.58 4.35 -0.65
O 1.95 -0.37 2.43 -0.75
N 5.39 1.60 2.09 0.35
C 5.90 0.78 0.97 -1.17
C 4.70 0.17 0.23 0.25
N 3.74 1.15 -0.24 0.21
C 3.34 2.06 0.81 0.30
C 4.52 2.69 1.57 -1.25
H 6.16 1.99 2.64 0.38
H 4.80 0.99 2.74 0.15
H 6.54 -0.01 1.35 0.45
H 6.48 1.43 0.30 0.42
H 4.20 -0.53 0.91 -0.11
H 5.07 -0.42 -0.61 -0.01
H 4.11 1.66 -1.03 0.40
H 2.72 1.51 1.53 -0.51
H 2.73 2.86 0.38 0.50
H 4.15 3.29 2.39 0.47
H 5.11 3.32 0.89 0.43
C 4.83 -4.07 -4.15 -0.55
C 5.33 -2.91 -3.60 -0.79
C 4.47 -2.00 -3.02 -0.18
C 3.10 -2.22 -2.98 1.14
C 2.61 -3.41 -3.52 -0.54
C 3.47 -4.33 -4.10 -0.73
Si 1.86 -1.02 -2.21 1.06
C 1.87 0.74 -2.90 0.58
C 3.03 1.29 -3.44 -0.64
C 2.99 2.51 -4.10 -0.71
C 1.78 3.18 -4.24 -0.81
C 0.63 2.64 -3.69 -1.11
C 0.68 1.44 -3.00 -0.20
H 5.50 -4.78 -4.61 0.39
H 6.39 -2.72 -3.62 0.43
H 4.89 -1.09 -2.59 -0.10
H 1.55 -3.61 -3.48 0.33
H 3.07 -5.24 -4.52 0.44
H 0.52 -1.60 -2.56 -0.46
H 3.96 0.75 -3.38 0.39
H 3.89 2.92 -4.52 0.48
H 1.75 4.11 -4.79 0.42
H -0.31 3.16 -3.80 0.64
H -0.22 1.04 -2.57 1.25
```

Computed properties:
Highest occupied orbital energy ... -10.11 eV
ΔE to the lowest compared entry with this formula, charge and spin ... 55.7 kJ/mol
Largest force on an atom ... 2.26 eV/Å
Frontier orbital gap ... 6.822 eV
Net charge ... +1

Entry 4:
A molecular structure, C17H23IrN4O3S2. Source: the OMol25 dataset; level of theory: ωB97M-V/def2-TZVPD.

Geometry as XYZ:
```
50
Properties=species:S:1:pos:R:3:mulliken_charge:R:1
Ir 0.49 0.82 0.48 1.38
C 2.90 4.67 6.96 -1.41
C 2.07 4.04 5.88 0.83
C 0.71 4.32 5.77 -0.83
C -0.06 3.73 4.79 -0.48
C 0.56 2.85 3.90 0.35
C 1.92 2.56 3.98 -0.32
C 2.66 3.16 4.97 -0.91
S -0.42 2.16 2.66 1.50
O -1.81 2.35 2.89 -0.57
O 0.00 0.69 2.46 -0.66
N 0.09 2.73 1.18 -0.51
C -0.96 2.88 0.23 0.44
C -1.94 3.82 0.04 -0.81
C -2.80 3.61 -1.03 -0.20
C -2.68 2.49 -1.85 -0.73
C -1.69 1.56 -1.59 -0.17
N -0.86 1.79 -0.57 -0.08
H 2.38 5.49 7.44 0.37
H 3.85 5.03 6.57 0.38
H 3.13 3.93 7.73 0.33
H 0.25 5.00 6.47 0.38
H -1.12 3.93 4.72 0.48
H 2.38 1.87 3.29 0.36
H 3.72 2.94 5.05 0.41
H -2.02 4.68 0.70 0.51
H -3.59 4.32 -1.23 0.44
H -3.35 2.33 -2.68 0.44
H -1.53 0.66 -2.16 0.53
C 4.25 0.21 -3.25 -0.89
N 3.07 1.08 -3.12 -0.03
C 2.82 2.09 -4.16 -0.89
C 2.30 1.00 -2.08 0.76
N 1.63 0.93 -1.14 -0.59
H 4.16 -0.37 -4.17 0.33
H 4.30 -0.47 -2.41 0.32
H 5.15 0.82 -3.28 0.34
H 2.68 1.59 -5.11 0.33
H 3.68 2.76 -4.22 0.33
H 1.94 2.66 -3.91 0.31
C 1.02 -3.75 0.30 -1.03
S 0.57 -2.28 1.18 0.58
C -1.12 -2.67 1.59 -0.94
O 0.46 -1.24 0.03 -0.60
H 0.33 -3.91 -0.52 0.33
H 0.99 -4.59 1.01 0.45
H 2.04 -3.62 -0.06 0.36
H -1.13 -3.50 2.29 0.45
H -1.67 -2.91 0.68 0.35
H -1.54 -1.79 2.07 0.28
```

Computed properties:
Highest occupied orbital energy ... -14.63 eV
ΔE to the lowest compared entry with this formula, charge and spin ... 0.0 kJ/mol
Largest force on an atom ... 1.11 eV/Å
Frontier orbital gap ... 7.847 eV
Net charge ... +2

Entry 5:
4 unconnected molecules or ions with the total composition CH11N3O3. Source: the OMol25 dataset; level of theory: ωB97M-V/def2-TZVPD.

Geometry as XYZ:
```
18
Properties=species:S:1:pos:R:3:mulliken_charge:R:1
N -0.67 0.48 0.76 -0.74
C -1.09 -0.62 1.37 0.42
N -1.38 -0.65 2.69 -0.42
N -0.95 -1.77 0.67 -0.38
H -1.42 1.13 0.60 0.16
H -2.03 -1.31 3.09 0.24
H -1.49 0.30 3.04 0.28
H -0.90 -2.62 1.19 0.21
H -0.45 -1.57 -0.19 0.27
O 4.25 -0.15 -0.97 -0.66
H 3.96 -0.11 -1.88 0.33
H 3.68 0.47 -0.51 0.32
O -1.97 2.64 -2.46 -0.65
H -1.03 2.77 -2.60 0.32
H -1.98 1.90 -1.85 0.32
O 1.04 -0.34 -1.18 -0.73
H 0.76 0.31 -0.49 0.39
H 1.82 -0.84 -0.91 0.32
```

Computed properties:
Structure (SMILES) ... N=C(N)N.O.O.O
Highest occupied orbital energy ... -8.67 eV
ΔE to the lowest compared entry with this formula, charge and spin ... 136.4 kJ/mol
Largest force on an atom ... 2.67 eV/Å
Frontier orbital gap ... 9.157 eV

- Among the records above, which one has the lowest largest force on an atom?
  C17H23IrN4O3S2

- Look up the largest force on an atom of the first one.
  2.45 eV/Å

- largest force on an atom of number 4 (C17H23IrN4O3S2)?
  1.11 eV/Å

- Among the records above, which one has the lowest highest occupied orbital energy?
  C17H23IrN4O3S2